ORCA calculation (wB97M-V/def2-TZVPD) on a molecular structure, C38H32F3OP2Pb at a distorted geometry.

Properties
net charge	+3
LUMO energy	-0.4615	Ha
total energy	-73920.71016	eV
Kohn-Sham gap	4.0	eV

Each line ends with the Löwdin charge.
Element x y z (Å)
Pb 0.691722 -0.050670 -0.286764  1.20
P -0.148294 2.743690 -0.082956  1.08
P -0.195959 -2.757410 0.102487  1.08
F 2.364482 0.949222 2.189312  0.01
F 2.423748 -1.249178 2.043475  0.02
F 3.723792 -0.004976 0.771723  0.06
O -0.528459 0.087943 3.171168  0.19
C 3.718399 3.198244 -1.371198  -0.03
C 2.578799 2.933116 -0.606546  -0.15
C -2.495741 -2.338543 -1.495066  -0.11
C -0.148131 -3.221603 2.856451  -0.10
C -3.177689 -3.807741 -3.299824  -0.02
C -0.127873 3.557061 1.551123  -0.35
C -3.373792 4.965706 -1.359879  -0.02
C -3.472519 2.827187 -2.498350  -0.04
C -2.120655 -4.071021 1.737384  -0.04
C -1.799298 -4.459125 4.114006  0.00
C -2.031330 -4.582340 -3.112479  -0.03
C 1.405754 -3.587988 -0.286619  -0.37
C 3.986704 -4.648712 -0.638193  -0.01
C -3.395303 -2.672103 -2.513512  -0.05
C 1.746103 -4.837488 0.264443  -0.05
C 2.438363 -0.091550 1.252810  -0.62
C -0.865201 -3.429154 1.665482  -0.34
C 2.384064 4.582222 -2.836471  -0.02
C -0.594925 -3.751347 4.063757  -0.03
C 1.313520 3.406828 -1.000242  -0.37
C -2.320254 2.408768 -1.827450  -0.09
C 2.365767 -2.921897 -1.068534  -0.14
C -2.566490 -4.599737 2.951646  -0.02
C -1.193950 3.318038 2.443478  -0.09
C -1.111609 -4.245806 -2.118468  -0.05
C -3.990374 4.109359 -2.276640  -0.01
C 3.626239 4.082951 -2.446635  -0.02
C -1.368047 -3.163743 -1.255104  -0.37
C -2.225017 4.555054 -0.679008  -0.06
C -0.160866 4.773481 4.081574  0.00
C 1.214534 4.198169 -2.164095  -0.04
C 3.021131 -5.376506 0.057796  -0.02
C -1.219928 3.951547 3.684341  -0.03
C -0.324350 0.024493 2.049684  -0.10
C 0.965016 4.329538 1.983411  -0.04
C -1.663972 3.289830 -0.933402  -0.36
C 0.941404 4.938675 3.237247  -0.01
C 3.671738 -3.394374 -1.155988  -0.04
H 1.000500 -5.379347 0.846502  0.12
H 4.438626 -2.786412 -1.648700  0.13
H -4.875964 4.437477 -2.818140  0.13
H 4.526357 4.373508 -2.979254  0.13
H -1.758005 5.209933 0.054895  0.12
H -1.843503 -5.453966 -3.733585  0.13
H -2.137945 -4.905007 5.049743  0.13
H 3.251884 -6.366236 0.447505  0.13
H -3.520455 -5.133933 2.989374  0.13
H 1.787575 5.554081 3.548512  0.13
H -2.004230 2.648118 2.148867  0.12
H 2.308336 5.266690 -3.677275  0.13
H -3.780163 5.960410 -1.178760  0.13
H 2.097809 -2.001250 -1.613518  0.04
H 2.322279 -0.071128 -3.579439  0.04
H -4.269234 -2.041160 -2.686655  0.12
H 4.984270 -5.061262 -0.781817  0.13
H -0.187552 -4.811203 -1.996897  0.11
H -3.966705 2.149452 -3.201511  0.12
H 0.232187 4.498108 -2.525894  0.11
H -1.920043 1.400795 -1.990133  0.08
H -2.733901 -4.154560 0.841659  0.11
H -0.001121 -3.625495 4.972969  0.13
H 0.777336 -2.651279 2.828646  0.09
H -2.080961 3.811956 4.346908  0.13
H 2.665323 2.294236 0.281658  0.07
H 4.656324 2.711131 -1.115879  0.13
H -2.654969 -1.435438 -0.890707  0.10
H 2.986005 -0.062920 -3.215713  0.04
H -3.899339 -4.086772 -4.060265  0.13
H 1.828282 4.457350 1.334257  0.11
H -0.190261 5.286022 5.043244  0.14

Cartesian forces (eV/Å) of the 2 atoms listed first:
Pb -0.6057 0.0239 0.6359
P 0.7852 3.1422 -0.4209

ORCA calculation (wB97M-V/def2-TZVPD) on a molecular structure, C38H32GeN2NaO4 at a distorted geometry.

Properties
net charge	-1
LUMO energy	0.0807	Ha
total energy	-112029.17031	eV
Kohn-Sham gap	6.6	eV

Each line ends with the Löwdin charge.
Element x y z (Å)
Ge 15.512728 9.735014 10.038130  1.02
Na 12.275407 6.002288 12.523049  0.47
O 14.130713 4.912829 12.836620  -0.06
O 9.960516 6.097377 13.660292  -0.11
O 11.157603 8.001718 11.613382  0.01
O 13.144305 7.409187 10.990598  -0.04
N 13.053513 5.248566 15.670244  0.05
N 12.042994 5.212471 14.910610  0.06
C 15.833425 6.809396 10.191023  -0.10
C 19.604389 9.619275 11.188429  -0.10
C 12.536622 9.656283 10.550247  -0.15
C 16.292623 5.456021 13.693596  0.01
C 16.950091 6.635105 7.616552  -0.10
C 16.024521 13.050883 7.515655  -0.11
C 14.810671 5.222772 13.851953  -0.34
C 13.889155 10.192290 11.047412  -0.26
C 9.350035 4.368486 17.356512  -0.14
C 19.758486 10.602492 12.130888  -0.13
C 17.126939 6.081549 18.418339  -0.11
C 16.908903 5.457108 8.396778  -0.06
C 9.645860 5.564960 14.894874  -0.22
C 8.198717 4.790608 16.692035  -0.08
C 15.459700 10.853678 8.441345  -0.27
C 10.771038 5.115017 15.597140  -0.15
C 17.217640 10.163860 10.902623  -0.26
C 18.692670 11.405120 12.460741  -0.09
C 15.285152 5.560816 16.257376  -0.09
C 17.603385 5.982324 17.065880  -0.04
C 15.630138 12.639661 6.255498  -0.11
C 12.213131 8.216241 11.109628  -0.74
C 14.308677 5.331354 15.178654  -0.16
C 16.685092 5.748295 16.069209  -0.20
C 17.431694 11.138230 11.866102  -0.12
C 15.138275 11.332308 6.070981  -0.10
C 15.852648 7.930426 9.351556  -0.26
C 10.639117 4.573944 16.876804  -0.03
C 14.794211 5.769645 17.575632  -0.01
C 16.375618 5.599854 9.721293  -0.05
C 17.144214 5.724929 14.682832  -0.03
C 16.441451 7.852345 8.071600  -0.14
C 8.974321 6.593314 12.813525  -0.09
C 8.400057 5.428203 15.417227  -0.02
C 14.954411 10.466159 7.166647  -0.10
C 15.785348 5.914290 18.579391  -0.14
C 18.357801 9.351208 10.580193  -0.06
C 15.994885 12.151530 8.581572  -0.11
H 13.755457 5.882147 17.756250  0.08
H 17.347820 6.626334 6.590212  0.10
H 18.797484 12.154959 13.257236  0.10
H 15.765608 13.215912 5.351088  0.09
H 18.200800 5.739324 14.551020  0.10
H 16.593834 11.815044 12.101147  0.10
H 20.720501 10.788143 12.517440  0.08
H 16.213215 4.731212 10.357980  0.09
H 8.301433 5.787074 12.403037  0.11
H 14.574791 9.401430 7.050914  0.12
H 11.462721 4.160481 17.494995  0.12
H 14.887136 10.950557 5.091884  0.09
H 18.205137 8.589511 9.800375  0.09
H 16.564277 5.308685 12.675771  0.08
H 15.444028 6.872120 11.194752  0.08
H 15.447420 5.878714 19.630256  0.10
H 13.944405 11.266245 11.070396  0.05
H 18.631309 6.062908 16.696738  0.10
H 9.148237 3.910097 18.320211  0.09
H 7.188872 4.533587 17.092920  0.10
H 8.322528 7.247213 13.383378  0.09
H 16.464049 12.463897 9.556159  0.10
H 9.487410 7.106678 12.003613  0.06
H 17.238632 4.556482 8.037243  0.06
H 14.080397 9.759757 12.000497  0.06
H 16.673275 8.637552 7.431686  0.07
H 17.717523 6.261156 19.322485  0.09
H 20.510867 9.048350 10.856011  0.11
H 7.615901 5.812314 14.855670  0.07
H 16.382469 14.070028 7.608072  0.09
H 11.693967 10.358879 10.787341  0.11
H 12.580330 9.558375 9.453281  0.10

Cartesian forces (eV/Å) of the 2 atoms listed first:
Ge -0.5370 -0.6041 -0.6548
Na -0.3550 -0.0226 0.1876

ORCA calculation (wB97M-V/def2-TZVPD) on a molecular structure, C38H32GeN6O8Pt at a distorted geometry.

Properties
multiplicity	6
⟨S²⟩	8.8774
net charge	+1
LUMO energy (spin up / spin down)	-0.1130 / -0.2089	Ha
total energy	-124989.52494	eV
relative energy (zero: lowest compared OMol25 entry of this formula, charge and spin)	28.3	kJ/mol
Kohn-Sham gap (spin up / spin down)	6.6 / 5.3	eV

Each line ends with the Löwdin charge.
Element x y z (Å)
Pt 0.567059 0.436044 0.000777  1.24
Ge -2.540244 1.447669 -1.865246  1.07
O -0.720191 0.763277 -4.083012  -0.05
O 2.405754 1.073025 1.398436  -0.03
O -1.349178 -0.086116 -1.551909  -0.24
O -3.815295 -0.912263 -0.492336  0.05
O -1.205799 -5.251063 -5.082045  0.10
O -2.772238 -5.805819 -3.700434  0.10
O 0.697084 -0.769423 -4.909009  0.08
O -3.700151 -2.986587 0.038478  0.12
N -3.341422 -2.030616 -0.610212  -0.31
N -0.217593 -0.528940 -4.104349  -0.21
N -1.935924 -5.039898 -4.135696  -0.35
N 4.598163 0.631273 1.559679  0.21
N -0.505509 1.563548 1.517680  -0.09
N -1.176139 0.783182 2.372453  0.07
C -0.584131 2.905364 1.634998  -0.26
C 0.693984 4.795865 -2.914364  -0.01
C -4.157334 -0.163693 -3.776785  -0.09
C -1.652263 4.862296 2.558411  -0.06
C 0.011851 -2.390338 1.043990  -0.10
C -3.694738 1.867093 -0.332634  -0.16
C -2.529972 -3.499152 -2.320655  0.09
C -3.008462 4.377628 -2.865851  -0.05
C -2.481165 6.611541 -3.581917  -0.06
C 1.109066 3.575370 -2.467023  -0.06
C -2.431820 -2.259047 -1.713053  -0.06
C -2.280493 0.092655 -5.880520  0.00
C 0.303750 3.739530 0.925033  -0.02
C 3.443949 0.622472 0.890003  -0.51
C 0.165352 5.105802 0.984829  -0.05
C -0.820710 5.676939 1.790552  -0.04
C -1.145799 6.366641 -3.435695  -0.02
C -1.582178 -1.237972 -2.193393  -0.22
C -1.632346 4.094871 -2.676924  -0.17
C -1.794202 -3.746187 -3.457056  -0.11
C 3.440615 0.093975 -0.524712  -0.17
C -0.948815 -0.510581 2.263590  -0.28
C -1.000521 -2.768949 -4.016933  0.11
C 2.142324 -0.658507 -0.828207  -0.27
C -1.548896 3.492846 2.492136  0.01
C -1.402276 -2.763569 2.997749  -0.06
C -2.077403 0.910707 -4.653263  -0.26
C -1.178036 2.834269 -2.197545  -0.20
C -3.424458 5.599778 -3.310544  -0.06
C -0.932334 -1.514371 -3.424976  -0.09
C -1.568097 -1.417672 3.168095  0.01
C -4.300808 -0.880930 -4.979573  -0.03
C -0.635922 -3.260426 1.933739  -0.04
C 0.161927 2.610120 -2.083338  -0.15
C -0.116991 -1.038819 1.202735  -0.17
C -3.112620 0.689640 -3.584657  -0.18
C -3.344947 -0.738146 -6.010231  -0.07
C -0.683277 5.102021 -3.000861  -0.16
H -4.873415 -0.321464 -2.976999  0.11
H -2.388334 5.309344 3.213624  0.11
H 4.619376 0.987907 2.501604  0.13
H 0.829429 5.734081 0.406984  0.11
H 4.306648 -0.548584 -0.698338  0.12
H 2.167184 3.350747 -2.409305  0.11
H 1.415098 5.540574 -3.229290  0.12
H -0.542830 -4.327917 1.789307  0.12
H -1.533629 0.188339 -6.658485  0.13
H -3.460449 -1.309883 -6.922251  0.12
H -0.927205 6.752341 1.834376  0.11
H -1.879529 -3.453367 3.679921  0.12
H 5.445705 0.254396 1.175205  0.12
H -2.826667 7.581545 -3.913194  0.11
H 2.189391 -1.657109 -0.396898  0.04
H -4.708752 1.522641 -0.525732  0.03
H -4.477902 5.798338 -3.456201  0.11
H -3.742967 3.602097 -2.665862  0.09
H 1.112534 3.293993 0.367751  0.09
H 3.543408 0.967635 -1.175873  0.12
H -2.154566 -1.013404 3.981250  0.12
H -3.319914 1.357111 0.552026  0.01
H -2.195916 2.841915 3.062722  0.11
H -0.477401 -2.948410 -4.945141  0.14
H -5.127011 -1.566879 -5.104311  0.11
H 2.000942 -0.744326 -1.907247  0.05
H 0.528316 1.643731 -1.716692  0.04
H 0.608882 -2.808582 0.243451  0.10
H -2.043494 1.975453 -4.926122  0.16
H -3.684943 2.945661 -0.181307  0.03
H -3.197035 -4.250094 -1.923560  0.14
H -0.420840 7.142409 -3.650613  0.12

Cartesian forces (eV/Å) of the 2 atoms listed first:
Pt 0.7849 -0.5054 1.7384
Ge 0.5490 -0.6554 -0.0900